Record 1
This record from the Open Molecules 2025 dataset describes a 2-piece molecular cluster, C6H16 overall in a non-equilibrium geometry. The level of theory is ωB97M-V/def2-TZVPD.

Properties
Multiplicity = 1
HOMO = -10.66 eV
SMILES = CCC.CCC
Orbital gap = 11.77 eV

Last column: natural (NBO) charge in e.
Geometry (Å):
C 1.001 -0.847 -1.738  -0.40
C 2.089 -0.531 -0.684  -0.64
C 0.325 0.261 -2.672  -0.60
H 1.358 -1.649 -2.318  0.20
H 0.070 -1.167 -1.177  0.19
H 2.015 0.503 -0.113  0.21
H -0.382 0.904 -2.085  0.21
H 1.123 0.753 -3.231  0.20
H 3.085 -0.629 -1.221  0.20
H 2.363 -1.129 0.185  0.23
H -0.216 -0.217 -3.428  0.21
C -1.741 0.163 1.667  -0.39
C -1.240 1.634 1.394  -0.62
C -0.578 -0.758 2.014  -0.61
H -2.146 -0.147 0.786  0.19
H -2.440 0.153 2.514  0.20
H -1.434 2.316 2.282  0.20
H -0.206 1.729 1.484  0.20
H -0.042 -0.224 2.683  0.20
H -1.595 2.014 0.468  0.21
H 0.139 -0.925 1.152  0.20
H -0.824 -1.817 2.135  0.21

Forces on atoms 1 to 3 (eV/Å):
C -2.92 0.97 2.14
C 1.94 2.63 -0.14
C 2.05 0.04 2.02

***

Record 2
This record from the Open Molecules 2025 dataset describes a 2-piece molecular cluster, C6H16 overall in a non-equilibrium geometry. The level of theory is ωB97M-V/def2-TZVPD.

Properties
Multiplicity = 1
HOMO = -11.23 eV
SMILES = CCC.CCC
Orbital gap = 12.30 eV

Last column: natural (NBO) charge in e.
Geometry (Å):
C 0.926 0.485 1.447  -0.41
C 2.061 -0.244 2.160  -0.60
C 1.327 1.819 0.777  -0.63
H 0.520 -0.160 0.682  0.21
H 0.165 0.753 2.182  0.20
H 2.540 0.230 3.014  0.21
H 1.422 1.876 -0.313  0.21
H 0.557 2.556 1.027  0.21
H 2.294 2.306 0.980  0.21
H 1.600 -1.162 2.551  0.20
H 2.886 -0.503 1.493  0.20
C -0.936 -0.567 -1.381  -0.41
C -1.584 -0.380 -2.733  -0.61
C -1.821 -1.122 -0.254  -0.61
H -0.083 -1.257 -1.405  0.20
H -0.570 0.384 -0.977  0.20
H -2.168 0.536 -2.775  0.21
H -2.343 -1.981 -0.685  0.20
H -2.140 -1.279 -3.033  0.20
H -0.825 -0.355 -3.520  0.21
H -1.251 -1.408 0.630  0.21
H -2.541 -0.413 0.172  0.20

Forces on atoms 1 to 3 (eV/Å):
C 1.36 1.26 0.04
C -0.29 -0.86 0.04
C 0.03 1.16 -0.49

***

Record 3
This record from the Open Molecules 2025 dataset describes a 2-piece molecular cluster, C6H16 overall in a non-equilibrium geometry. The level of theory is ωB97M-V/def2-TZVPD.

Properties
Multiplicity = 1
HOMO = -10.40 eV
SMILES = CCC.CCC
Orbital gap = 11.50 eV

Last column: natural (NBO) charge in e.
Geometry (Å):
C 1.111 -1.186 0.805  -0.37
C 1.811 -1.981 1.808  -0.61
C 0.281 -1.841 -0.270  -0.62
H 0.169 -0.599 1.324  0.17
H 1.742 -0.404 0.363  0.20
H 2.583 -2.486 1.233  0.20
H 0.335 -1.071 -1.108  0.21
H 0.968 -2.670 -0.629  0.20
H -0.754 -2.060 -0.044  0.21
H 2.244 -1.313 2.517  0.21
H 1.295 -2.528 2.452  0.21
C -1.312 2.117 -0.801  -0.39
C 0.044 1.922 -1.539  -0.61
C -1.962 0.961 0.001  -0.61
H -1.128 2.819 -0.055  0.20
H -2.049 2.569 -1.512  0.19
H 0.884 2.015 -0.838  0.20
H -2.100 0.024 -0.457  0.20
H -1.317 0.644 0.824  0.20
H 0.077 2.816 -2.294  0.21
H 0.204 1.009 -2.094  0.20
H -2.984 1.283 0.297  0.21

Forces on atoms 1 to 3 (eV/Å):
C -4.97 3.36 1.27
C 2.95 1.94 -2.08
C 2.85 0.21 -2.51

***

Record 4
This record from the Open Molecules 2025 dataset describes a 2-piece molecular cluster, C6H16 overall in a non-equilibrium geometry. The level of theory is ωB97M-V/def2-TZVPD.

Properties
Multiplicity = 1
HOMO = -10.53 eV
SMILES = CC(C)C.CC
Orbital gap = 11.57 eV

Last column: natural (NBO) charge in e.
Geometry (Å):
C -0.680 -2.039 -1.990  -0.61
C -0.490 -0.554 -2.423  -0.61
H -0.864 -2.005 -0.947  0.20
H -1.576 -2.419 -2.505  0.21
H 0.179 -2.766 -2.147  0.21
H 0.029 -0.431 -3.403  0.20
H 0.276 -0.034 -1.830  0.20
H -1.465 -0.019 -2.455  0.21
C 0.281 0.352 1.076  -0.21
C 1.808 0.596 0.993  -0.64
C -0.401 0.437 2.576  -0.61
C -0.522 1.277 0.024  -0.61
H 0.296 -0.649 0.637  0.19
H 2.101 1.191 1.841  0.21
H 2.150 1.411 0.199  0.19
H 0.290 0.085 3.286  0.21
H -0.693 1.434 2.822  0.21
H -1.213 -0.384 2.681  0.21
H -1.225 0.540 -0.284  0.21
H -1.097 2.170 0.518  0.21
H 0.223 1.561 -0.744  0.21
H 2.613 -0.098 0.796  0.22

Forces on atoms 1 to 3 (eV/Å):
C 0.48 0.24 -1.31
C 1.32 -0.37 -1.16
H -0.39 -0.33 1.13

***

Record 5
This record from the Open Molecules 2025 dataset describes a 2-piece molecular cluster, C6H16 overall in a non-equilibrium geometry. The level of theory is ωB97M-V/def2-TZVPD.

Properties
Multiplicity = 1
HOMO = -11.10 eV
SMILES = CCC.CCC
Orbital gap = 12.19 eV

Last column: natural (NBO) charge in e.
Geometry (Å):
C 0.708 1.228 1.233  -0.40
C 1.234 0.181 2.212  -0.61
C -0.243 2.169 2.026  -0.61
H 1.535 1.725 0.733  0.20
H 0.141 0.639 0.517  0.20
H 0.402 -0.352 2.684  0.20
H 0.198 2.402 2.990  0.20
H -0.414 3.029 1.382  0.21
H -1.182 1.627 2.123  0.20
H 1.801 -0.634 1.744  0.20
H 1.889 0.568 2.974  0.20
C -0.604 -0.500 -2.025  -0.39
C 0.625 -1.123 -1.356  -0.62
C -1.658 -1.646 -2.232  -0.60
H -1.107 0.265 -1.439  0.20
H -0.419 -0.202 -3.056  0.20
H 0.416 -1.681 -0.452  0.21
H -2.131 -1.874 -1.278  0.20
H 1.214 -0.241 -1.085  0.21
H 1.176 -1.724 -2.071  0.21
H -2.437 -1.358 -2.944  0.20
H -1.144 -2.497 -2.680  0.20

Forces on atoms 1 to 3 (eV/Å):
C -0.27 -0.76 1.39
C 0.15 -1.08 -0.41
C 0.61 -0.67 -1.68

***

Record 6
This record from the Open Molecules 2025 dataset describes a 2-piece molecular cluster, C6H16 overall in a non-equilibrium geometry. The level of theory is ωB97M-V/def2-TZVPD.

Properties
Multiplicity = 1
HOMO = -10.90 eV
SMILES = CCC.CCC
Orbital gap = 12.05 eV

Last column: natural (NBO) charge in e.
Geometry (Å):
C -2.155 0.075 -0.482  -0.42
C -2.069 -0.868 0.708  -0.61
C -2.059 1.491 0.059  -0.63
H -3.147 0.035 -0.953  0.20
H -1.506 -0.304 -1.270  0.21
H -1.157 -0.656 1.265  0.20
H -2.879 -0.962 1.429  0.21
H -1.440 1.719 0.938  0.20
H -1.898 -1.917 0.431  0.21
H -2.952 1.771 0.633  0.21
H -1.741 2.251 -0.656  0.21
C 1.603 -0.445 -0.254  -0.41
C 2.872 -1.258 -0.421  -0.62
C 1.741 0.975 0.292  -0.61
H 1.112 -0.418 -1.229  0.19
H 0.875 -0.938 0.383  0.20
H 3.031 -1.923 0.435  0.20
H 3.824 -0.728 -0.452  0.21
H 0.842 1.231 0.846  0.21
H 2.620 0.957 0.957  0.20
H 2.793 -2.008 -1.207  0.21
H 2.011 1.837 -0.320  0.21

Forces on atoms 1 to 3 (eV/Å):
C -1.35 -0.24 0.87
C 0.80 -1.68 0.07
C 0.54 1.29 0.80

***

Record 7
This record from the Open Molecules 2025 dataset describes a 2-piece molecular cluster, C6H16 overall in a non-equilibrium geometry. The level of theory is ωB97M-V/def2-TZVPD.

Properties
Multiplicity = 2
Net charge = +1
HOMO (alpha / beta) = -14.59 / -14.36 eV
Orbital gap (alpha / beta) = 11.59 / 3.96 eV

Last column: Löwdin spin population.
Geometry (Å):
C 1.383 -0.009 -2.134  0.33
C 1.032 -1.358 -1.219  0.24
C 2.125 1.141 -1.483  0.11
H 2.032 -0.270 -2.985  0.03
H 0.303 0.383 -2.347  0.08
H 0.266 -1.078 -0.395  0.01
H 2.084 -1.645 -0.759  0.04
H 2.119 0.841 -0.417  0.05
H 3.147 1.218 -1.959  0.00
H 0.671 -2.101 -1.928  0.00
H 1.671 2.114 -1.705  0.02
C -1.672 0.191 2.117  0.02
C -2.440 0.854 0.925  0.01
C -0.458 -0.815 1.812  0.03
H -1.272 0.919 2.916  0.00
H -2.409 -0.422 2.618  0.00
H -1.888 1.752 0.525  0.00
H -0.841 -1.498 0.903  0.01
H -3.362 1.371 1.347  0.00
H -2.767 0.029 0.129  0.00
H 0.404 -0.267 1.439  0.00
H 0.026 -1.383 2.507  0.00

Forces on atoms 1 to 3 (eV/Å):
C -0.13 1.47 0.23
C 0.35 -0.13 0.96
C 0.93 -0.11 -1.92

***

Record 8
This record from the Open Molecules 2025 dataset describes a 2-piece molecular cluster, C6H16 overall in a non-equilibrium geometry. The level of theory is ωB97M-V/def2-TZVPD.

Properties
Multiplicity = 2
Net charge = +1
HOMO (alpha / beta) = -14.78 / -14.78 eV
Orbital gap (alpha / beta) = 11.86 / 4.71 eV

Last column: Löwdin spin population.
Geometry (Å):
C 1.052 -0.956 -2.684  0.00
C -0.052 -0.180 -3.399  0.00
H 1.992 -0.425 -2.880  0.00
H 0.873 -0.966 -1.603  0.00
H 1.065 -1.970 -3.068  0.00
H -0.164 0.862 -3.077  0.00
H -1.036 -0.631 -3.322  0.00
H 0.133 -0.184 -4.467  0.00
C -0.101 -0.024 1.432  0.28
C -0.222 -0.579 2.805  0.07
C -1.610 0.623 0.907  0.35
C 0.865 1.114 1.238  0.11
H 0.079 -0.866 0.728  0.02
H -0.568 -1.605 2.821  0.00
H -0.902 -0.008 3.446  0.03
H -1.870 1.356 1.648  0.01
H -1.408 1.085 -0.064  0.01
H -2.229 -0.273 0.849  0.03
H 1.827 0.853 1.692  0.04
H 0.884 1.357 0.182  0.00
H 0.534 2.042 1.728  0.02
H 0.739 -0.546 3.336  0.03

Forces on atoms 1 to 3 (eV/Å):
C -0.45 0.88 -0.14
C -0.32 0.09 -0.19
H 0.02 -0.49 0.16

***

Record 9
This record from the Open Molecules 2025 dataset describes a 2-piece molecular cluster, C6H16 overall in a non-equilibrium geometry. The level of theory is ωB97M-V/def2-TZVPD.

Properties
Multiplicity = 2
Net charge = +1
HOMO (alpha / beta) = -14.37 / -14.37 eV
Orbital gap (alpha / beta) = 11.32 / 4.48 eV

Last column: Löwdin spin population.
Geometry (Å):
C 0.921 0.405 -1.223  0.29
C 1.706 1.661 -0.961  0.05
C -0.234 0.676 -2.397  0.26
C 1.562 -0.851 -1.583  0.11
H 0.115 0.327 -0.412  0.10
H 2.298 1.881 -1.862  0.02
H 0.408 0.935 -3.256  0.04
H -0.857 -0.197 -2.625  0.00
H -0.895 1.474 -2.055  0.01
H 2.599 -0.588 -1.951  0.01
H 1.807 -1.639 -0.812  0.06
H 2.424 1.656 -0.136  0.02
H 1.003 2.514 -0.856  0.00
H 0.990 -1.505 -2.236  0.03
C -2.042 -0.230 3.184  0.00
C -1.480 -1.449 2.402  0.00
H -3.114 -0.289 3.397  0.00
H -1.535 -0.136 4.145  0.00
H -1.704 0.604 2.585  0.00
H -1.475 -2.357 3.019  0.00
H -2.017 -1.726 1.504  0.00
H -0.480 -1.165 2.129  0.00

Forces on atoms 1 to 3 (eV/Å):
C 0.06 0.17 1.13
C -0.68 0.45 -0.81
C -1.41 0.11 -0.29

***

Record 10
This record from the Open Molecules 2025 dataset describes a 2-piece molecular cluster, C6H16 overall in a non-equilibrium geometry. The level of theory is ωB97M-V/def2-TZVPD.

Properties
Multiplicity = 2
Net charge = +1
HOMO (alpha / beta) = -14.64 / -14.64 eV
Orbital gap (alpha / beta) = 11.59 / 4.36 eV

Last column: Löwdin spin population.
Geometry (Å):
C 0.798 -1.375 -0.218  0.28
C 1.089 -2.770 0.337  0.14
C 1.632 -0.251 0.335  0.13
C 0.658 -1.357 -1.683  0.07
H -0.202 -1.167 0.351  0.17
H 0.551 -3.591 -0.153  0.00
H 2.543 -0.111 -0.259  0.04
H 1.122 0.731 0.278  0.03
H 1.806 -0.369 1.398  0.01
H -0.321 -1.748 -1.978  0.03
H 0.891 -0.453 -2.230  0.00
H 0.947 -2.843 1.415  0.00
H 2.158 -2.961 0.145  0.05
H 1.349 -2.101 -2.112  0.03
C -1.323 2.277 0.980  0.00
C -2.451 2.836 0.125  0.00
H -1.334 2.636 2.012  0.00
H -1.360 1.185 1.030  0.00
H -0.347 2.584 0.599  0.00
H -2.403 3.922 0.075  0.00
H -3.423 2.471 0.455  0.00
H -2.381 2.454 -0.901  0.00

Forces on atoms 1 to 3 (eV/Å):
C 1.69 0.35 -0.91
C -0.88 -1.07 0.71
C -0.91 0.89 0.61